{"formula": "C36H99N9O9", "method": "ωB97M-V/def2-TZVPD", "multiplicity": 1, "fmax_ha_per_bohr": 0.0754, "smiles": "COC[C@H](C)N.COC[C@H](C)N.COC[C@H](C)N.COC[C@H](C)N.COC[C@H](C)N.COC[C@H](C)N.COC[C@H](C)N.COC[C@H](C)N.COC[C@H](C)N", "energy_ha": -2600.60084, "lumo_ev": 0.574, "gap_ev": 9.572, "homo_ev": -9.00, "elements": ["C", "O", "C", "C", "C", "N", "H", "H", "H", "H", "H", "H", "H", "H", "H", "H", "H", "C", "O", "C", "C", "C", "N", "H", "H", "H", "H", "H", "H", "H", "H", "H", "H", "H", "C", "O", "C", "C", "C", "N", "H", "H", "H", "H", "H", "H", "H", "H", "H", "H", "H", "C", "O", "C", "C", "C", "N", "H", "H", "H", "H", "H", "H", "H", "H", "H", "H", "H", "C", "O", "C", "C", "C", "N", "H", "H", "H", "H", "H", "H", "H", "H", "H", "H", "H", "C", "O", "C", "C", "C", "N", "H", "H", "H", "H", "H", "H", "H", "H", "H", "H", "H", "C", "O", "C", "C", "C", "N", "H", "H", "H", "H", "H", "H", "H", "H", "H", "H", "H", "C", "O", "C", "C", "C", "N", "H", "H", "H", "H", "H", "H", "H", "H", "H", "H", "H", "C", "O", "C", "C", "C", "N", "H", "H", "H", "H", "H", "H", "H", "H", "H", "H", "H"], "positions_angstrom": [[-1.1337, -16.7960, -15.9381], [-0.2956, -15.9888, -15.0605], [-0.4621, -14.5541, -15.2704], [0.1852, -13.9895, -16.5442], [1.6686, -14.2123, -16.5302], [-0.2233, -12.5781, -16.6847], [-1.9639, -16.1422, -16.2053], [-1.3621, -17.7533, -15.4695], [-0.4688, -17.1779, -16.7128], [-1.5157, -14.3399, -15.0910], [-0.0222, -14.0587, -14.4048], [-0.1676, -14.5375, -17.4179], [2.0318, -14.1004, -17.5518], [1.9878, -15.2429, -16.3754], [2.1529, -13.5305, -15.8311], [-0.2240, -12.2768, -15.7207], [-1.1897, -12.6281, -16.9740], [3.1408, -17.6353, -7.9881], [2.9506, -17.6144, -9.3802], [1.9775, -16.7949, -9.9620], [1.5674, -17.5630, -11.2388], [0.4623, -16.8287, -12.0315], [1.1255, -18.8436, -10.8942], [2.1617, -17.7707, -7.5287], [3.5142, -16.6416, -7.7408], [3.8751, -18.3951, -7.7206], [1.2039, -16.4321, -9.2852], [2.5619, -15.9519, -10.3306], [2.3361, -17.7592, -11.9863], [0.8786, -15.9197, -12.4655], [-0.4304, -16.5022, -11.4979], [0.2367, -17.5084, -12.8533], [1.7713, -19.2328, -10.2223], [0.3144, -18.7298, -10.3033], [2.0583, -10.1989, -15.4039], [0.8493, -10.1140, -14.6894], [0.0469, -8.9883, -15.0584], [-1.3404, -9.0245, -14.4057], [-2.3056, -9.7709, -15.3380], [-2.0080, -7.7324, -14.2189], [2.5704, -9.2415, -15.3077], [1.9048, -10.4439, -16.4548], [2.5587, -11.0537, -14.9488], [0.5446, -8.0563, -14.7905], [0.0052, -8.8582, -16.1398], [-1.2090, -9.5761, -13.4748], [-2.4807, -9.3783, -16.3397], [-3.2808, -9.9026, -14.8691], [-1.8644, -10.7435, -15.5560], [-1.4227, -6.9633, -13.9256], [-2.3127, -7.5354, -15.1615], [-5.9745, -11.4319, -17.0921], [-5.4542, -12.6988, -17.4274], [-5.2394, -12.9107, -18.8139], [-4.9759, -14.4294, -19.0453], [-3.7415, -14.9368, -18.3139], [-4.8161, -14.6389, -20.4425], [-5.3284, -10.5703, -17.2603], [-6.1781, -11.4052, -16.0216], [-6.9995, -11.3575, -17.4554], [-6.1436, -12.6510, -19.3643], [-4.4288, -12.3194, -19.2397], [-5.7174, -15.0082, -18.4946], [-3.5957, -15.9530, -18.6799], [-3.9095, -14.8506, -17.2403], [-2.8507, -14.3693, -18.5832], [-4.7141, -15.6156, -20.6784], [-5.6521, -14.2799, -20.8811], [4.9042, -15.8608, -19.8929], [4.5359, -17.1378, -19.3227], [3.1850, -17.2410, -19.0070], [2.7035, -18.5924, -18.4856], [3.3294, -19.1841, -17.2513], [2.6057, -19.5977, -19.5597], [4.7935, -15.1531, -19.0713], [4.3432, -15.6062, -20.7921], [5.9502, -15.9442, -20.1879], [2.9628, -16.4800, -18.2589], [2.6173, -16.8924, -19.8697], [1.6636, -18.3350, -18.2846], [3.2152, -20.2458, -17.0325], [3.1958, -18.5679, -16.3622], [4.4102, -19.0934, -17.3595], [3.4798, -20.0641, -19.7557], [2.3621, -19.1364, -20.4245], [-0.6088, -16.5037, -20.4754], [-1.3072, -16.1204, -21.6767], [-2.2227, -17.1972, -22.2033], [-2.8939, -16.8428, -23.5212], [-3.6325, -15.5140, -23.4977], [-3.7672, -17.9155, -23.9450], [-0.1342, -17.4762, -20.6059], [-1.3032, -16.5898, -19.6397], [0.0927, -15.7518, -20.1141], [-1.7015, -18.1545, -22.2145], [-2.9985, -17.2706, -21.4412], [-2.0098, -16.7924, -24.1567], [-3.8899, -14.9665, -24.4043], [-3.0209, -14.7643, -22.9955], [-4.5688, -15.6152, -22.9490], [-3.1068, -18.6638, -24.1000], [-4.1790, -17.5868, -24.8067], [0.6906, -12.5919, -20.3769], [1.0905, -12.4282, -21.7309], [1.6413, -13.7067, -22.1007], [1.6771, -13.7064, -23.7116], [0.3266, -13.9010, -24.4245], [2.4636, -14.7741, -24.1990], [1.3832, -13.0691, -19.6837], [-0.3589, -12.8196, -20.1903], [0.8760, -11.5534, -20.1025], [2.5460, -14.0172, -21.5781], [0.9319, -14.5053, -21.8833], [2.1831, -12.8222, -24.0993], [0.1928, -13.0394, -25.0786], [-0.4941, -13.8540, -23.7088], [0.3120, -14.6732, -25.1937], [3.2855, -14.9793, -23.6491], [1.8997, -15.5811, -23.9737], [-3.0319, -12.8398, -12.6417], [-3.2903, -13.5036, -13.9243], [-4.5013, -14.1690, -13.8270], [-4.7395, -15.4045, -12.8919], [-3.7166, -16.5966, -13.0635], [-6.0706, -15.8790, -12.9869], [-2.1728, -12.1700, -12.6790], [-2.6922, -13.4363, -11.7950], [-3.7895, -12.0741, -12.4748], [-5.3574, -13.5496, -13.5596], [-4.7968, -14.3461, -14.8612], [-4.7328, -15.0411, -11.8643], [-3.6165, -17.0728, -12.0882], [-2.7704, -16.1057, -13.2913], [-3.9629, -17.2727, -13.8823], [-6.6434, -15.0543, -12.8781], [-6.1295, -16.1801, -13.9492], [5.2676, -12.7059, -14.9690], [6.0695, -13.8033, -14.5934], [5.9880, -14.1837, -13.1886], [7.2509, -13.5848, -12.4380], [7.4436, -14.1758, -11.0983], [7.2372, -12.0788, -12.3275], [5.1874, -12.5655, -16.0469], [5.4902, -11.6709, -14.7096], [4.2354, -12.8829, -14.6670], [5.0204, -13.9672, -12.7359], [6.1351, -15.2567, -13.0659], [8.1622, -13.8697, -12.9638], [7.7642, -15.2176, -11.0945], [6.5239, -14.0311, -10.5314], [8.2353, -13.5770, -10.6480], [8.1499, -11.7821, -12.0129], [7.0971, -11.7665, -13.2777]], "mulliken_charge": [-0.0069, -0.1520, -1.3427, 2.0596, -1.5186, -0.4054, 0.1263, 0.3615, -0.4102, 0.2608, 0.4690, -0.2270, 0.1004, 0.3012, -0.0057, 0.0363, 0.3197, -0.7468, -0.3240, -0.7740, 0.5804, -1.3092, -0.7451, 0.3241, 0.2935, 0.2182, 0.4865, 0.2681, 0.2200, 0.2332, 0.4044, 0.2498, 0.2880, 0.2763, -0.4521, -0.3548, -0.7933, 0.5727, -1.2047, -0.7169, 0.4328, 0.2638, -0.0415, 0.4020, 0.3114, 0.1795, 0.4997, 0.4620, 0.0031, 0.2622, 0.2846, -0.9100, -0.1160, -0.8593, -0.1061, -0.3189, -0.3688, 0.3303, 0.2333, 0.3660, 0.4420, 0.3838, 0.2366, 0.4498, -0.2903, -0.0079, 0.2521, 0.2548, -0.4290, -0.4854, 0.1841, 0.9597, -1.6178, -0.7515, 0.2431, 0.0806, 0.2791, -0.2100, 0.1502, 0.0357, 0.4194, 0.3410, 0.3557, 0.2704, 0.2368, -0.6154, 0.0290, -1.1729, 0.7974, -1.5266, -0.7270, 0.3258, 0.2039, -0.0181, 0.3985, 0.3578, 0.1772, 0.4197, 0.2538, 0.4615, 0.3035, 0.2653, -0.5645, -0.4651, -0.0334, 0.3664, -1.3544, -0.8350, 0.1464, 0.2597, 0.3966, 0.3957, -0.2161, 0.4015, 0.2925, 0.2195, 0.5234, 0.2536, 0.2389, -0.9755, 0.1861, -1.0321, 0.2844, -0.7893, -0.7314, 0.1426, 0.3071, 0.3986, 0.4393, 0.2427, 0.3667, 0.2595, -0.0728, 0.3639, 0.3073, 0.3297, -0.7243, -0.3418, -0.7337, 0.7397, -1.5260, -0.7708, 0.4534, 0.2700, 0.1246, 0.3724, 0.3254, 0.1913, 0.3849, 0.3450, 0.3669, 0.2684, 0.2146]}